16
Properties=species:S:1:pos:R:3:nbo_charge:R:1 method="wB97M-V/def2-TZVPD" orbital_gap_ev="7.34 / 7.18" e_homo_ev="-7.263 / -7.270" energy_ev=-12926.16815
C 0.48054 -1.45897 -1.64893 -0.669
C -1.57672 -0.25728 1.16340 0.469
C 0.03942 -0.46150 0.61380 0.276
C 0.02304 -0.36371 -0.74663 0.203
C 0.23097 2.13181 1.37886 -0.085
O 0.64656 -1.53309 1.20554 -0.691
O -0.51703 0.75984 -1.32011 -0.677
N 0.70840 0.98811 1.52667 -0.394
O -2.28298 0.65346 1.16433 -0.493
H 1.18384 -1.15771 1.91903 0.505
H -0.75901 0.57614 -2.23720 0.487
H -0.32630 -1.76744 -2.32390 0.207
H 1.32457 -1.12003 -2.26009 0.225
H 0.79200 -2.32661 -1.07070 0.252
H 0.69451 2.99197 1.87211 0.192
H -0.66181 2.34501 0.76382 0.191